An isolated molecule of C6H7NO4. Source: OMol25; level of theory: ωB97M-V/def2-TZVPD.

charge	0
LUMO energy	0.047	eV
SMILES	CCNC1=C(O)C(=O)OC1=O
gap between HOMO and LUMO	9.336	eV
2S+1	1
energy relative to the best compared isomer or geometry (same formula, charge and spin)	0.9088	eV

CARTESIAN COORDINATES (ANGSTROEM)
O  -2.17797  -1.65550  0.67125
O  -1.87073  1.70295  -0.54939
O  -3.26296  -0.93149  -1.21206
O  -0.04111  -2.23870  1.25321
N  0.43768  0.89899  0.97439
C  -0.80197  -1.45040  0.89794
C  -0.63596  0.02925  0.59956
C  2.35498  -0.27131  -0.25402
C  -1.67683  0.47219  -0.10929
C  1.37016  0.95663  -0.20294
C  -2.52394  -0.78628  -0.32171
H  0.98478  0.44016  1.70250
H  1.92078  1.90960  -0.23153
H  3.39499  0.08086  -0.21990
H  2.13461  -1.02547  0.51249
H  2.23178  -0.77435  -1.22937
H  0.80703  0.91735  -1.14664
H  -2.64533  1.72552  -1.13448

The ion C10H20ClN2O2 with charge +1. Source: OMol25; level of theory: ωB97M-V/def2-TZVPD.

charge	+1
LUMO energy	-3.463	eV
SMILES	CCCCON1CC[NH2+]C[C@@H]1CC(=O)Cl
gap between HOMO and LUMO	9.448	eV
2S+1	1
energy relative to the best compared isomer or geometry (same formula, charge and spin)	0.1480	eV

CARTESIAN COORDINATES (ANGSTROEM)
Cl  -3.40531  -2.75063  1.79726
O  0.00964  -1.37140  -0.50659
O  -0.86379  -3.34202  1.95401
N  -1.31615  -0.90946  -0.58353
N  -1.35022  1.85650  -0.61791
C  3.50243  -0.05139  -0.44160
C  -1.28661  -0.96288  1.88147
C  -1.63249  -0.25104  -1.83890
C  3.47308  0.95865  0.70685
C  2.36165  -1.06059  -0.40132
C  1.01296  -0.37020  -0.50229
C  -1.58194  1.24604  0.73075
C  -1.80892  -0.27952  0.62388
C  -1.65676  -2.43028  1.87908
C  -2.16679  1.16835  -1.66385
H  1.01536  0.22027  -1.42511
H  2.75335  1.74992  0.50380
H  -2.88388  -0.44753  0.63239
H  -0.77362  -0.23481  -2.49932
H  -0.21553  -0.88354  1.98896
H  -2.07389  1.69093  -2.60657
H  2.44655  -1.69059  -1.28273
H  -0.35775  1.80325  -0.84413
H  4.43947  -0.59592  -0.39795
H  -2.40189  1.74973  1.22702
H  4.43675  1.44066  0.81830
H  0.90069  0.30008  0.35426
H  -1.81510  -0.50436  2.71393
H  3.22009  0.49556  1.65571
H  2.39949  -1.66920  0.49372
H  3.49643  0.48685  -1.38568
H  -2.39526  -0.82078  -2.36646
H  -1.58886  2.84479  -0.59074
H  -3.19706  1.17021  -1.33453
H  -0.69613  1.44433  1.32784

A cluster of 2 separate species, C4H12O in total. Source: OMol25; level of theory: ωB97M-V/def2-TZVPD.

charge	0
LUMO energy	0.923	eV
SMILES	CCO.CC
gap between HOMO and LUMO	11.197	eV
2S+1	1
energy relative to the best compared isomer or geometry (same formula, charge and spin)	1.6862	eV

CARTESIAN COORDINATES (ANGSTROEM)
O  -0.90017  0.57649  -0.91379
C  -1.42462  -0.27551  -1.83906
C  1.23570  0.08796  3.01774
C  0.68695  0.83215  1.80297
C  -0.35049  -0.84331  -2.82401
H  0.03876  -0.18403  -3.52116
H  0.74696  0.10283  0.90478
H  0.52542  -1.20904  -2.16313
H  1.15264  1.80395  1.69258
H  2.08517  -0.70028  2.64032
H  -0.75251  -1.75470  -3.35795
H  -1.84484  -0.96301  -1.02148
H  -0.45784  0.91685  1.89832
H  -0.67055  1.49729  -1.24096
H  0.55406  -0.59516  3.46169
H  -2.35695  0.08013  -2.37637
H  1.73230  0.62740  3.83951

A cluster of 5 separate species, H10O5 in total. Source: OMol25; level of theory: ωB97M-V/def2-TZVPD.

charge	0
LUMO energy	0.134	eV
SMILES	O.O.O.O.O
gap between HOMO and LUMO	11.601	eV
2S+1	1
energy relative to the best compared isomer or geometry (same formula, charge and spin)	1.3752	eV

CARTESIAN COORDINATES (ANGSTROEM)
O  31.64309  23.83482  -1.47203
O  30.29222  19.15287  0.21990
O  25.21632  22.10725  1.27294
O  35.08077  22.10029  1.02887
O  29.65142  22.78692  2.19404
H  30.72533  23.64062  -1.66239
H  34.56843  22.68065  0.46593
H  32.10861  23.02584  -1.68432
H  24.63284  21.46086  1.67038
H  29.81250  21.88366  1.92126
H  29.88019  19.45603  -0.58914
H  35.42779  22.67369  1.71226
H  26.02877  22.03749  1.77423
H  30.79758  18.38327  -0.04191
H  30.24384  23.30999  1.65397

A structure of composition C54H56N3O2P2Ti. Source: OMol25; level of theory: ωB97M-V/def2-TZVPD.

charge	+1
LUMO energy (spin up / spin down)	-1.914 / -2.033	eV
⟨S²⟩	2.016
gap between HOMO and LUMO (spin up / spin down)	6.347 / 8.050	eV
2S+1	3
energy relative to the best compared isomer or geometry (same formula, charge and spin)	0.0000	eV

CARTESIAN COORDINATES (ANGSTROEM)
Ti  0.47352  -0.26951  0.25543
P  1.37175  2.89197  0.44269
P  2.13254  -1.12175  -1.42011
O  3.48365  1.45751  -0.97475
O  -0.34016  -1.91263  0.04560
N  -0.23584  -4.79611  2.06933
N  1.70165  -4.33874  3.38244
N  0.95847  -2.94394  1.64642
C  -0.99365  6.18955  -0.49210
C  -0.64718  1.06711  -1.38089
C  -0.82477  -0.83311  3.15738
C  -0.33635  5.21949  0.24674
C  -2.47704  0.39492  0.08195
C  5.65549  0.94172  -1.94954
C  -1.25809  1.08029  -0.09421
C  7.43272  2.23076  -0.77178
C  -3.19944  -0.87546  -3.39994
C  0.26360  3.58066  2.94764
C  -3.05711  -0.28210  -0.96421
C  3.31950  4.89563  0.17240
C  2.24989  -4.00715  -1.37172
C  -1.27137  0.39371  -2.42735
C  4.34983  0.60348  -1.59624
C  0.84974  -4.03675  2.37721
C  0.35621  -2.09671  -5.55691
C  1.34624  -0.02477  2.09612
C  2.70205  -5.18937  -0.80277
C  2.99662  3.56787  -0.07414
C  -0.09233  5.27923  -2.51071
C  5.17599  3.21207  -1.06091
C  6.44715  -0.03004  -2.54808
C  -0.95449  -4.14518  0.99674
C  0.78151  0.44366  4.52630
C  -2.47402  -0.26903  -2.24341
C  0.42921  4.25057  -0.38762
C  2.58463  -2.78812  -0.79777
C  1.48151  -1.29532  -5.46409
C  4.65945  -1.61271  -2.50104
C  0.23064  0.27562  3.10501
C  0.54118  4.29454  -1.77828
C  -0.73519  -5.88809  2.86197
C  2.01935  -0.99139  -4.22751
C  6.21722  2.32807  -1.71047
C  1.43470  -1.48941  -3.06589
C  -0.25789  -2.55918  -4.40223
C  3.51336  -5.16596  0.31768
C  2.71336  3.74174  4.22842
C  0.26384  -2.24253  -3.16119
C  5.48047  4.53730  -0.77964
C  2.65904  3.48695  2.86986
C  6.61307  2.94749  -3.06253
C  -0.87306  6.22772  -1.86851
C  3.91421  2.73697  -0.71594
C  1.43437  3.42533  2.20488
C  0.32237  3.85550  4.30419
C  4.56228  5.38029  -0.18277
C  5.96199  -1.29562  -2.82364
C  -0.09407  -2.89496  0.80877
C  3.87469  -3.94754  0.87639
C  1.54686  3.93802  4.94766
C  3.40025  -2.77104  0.33258
C  3.84892  -0.67020  -1.87731
H  2.90839  -0.38103  -4.16050
H  -0.59061  3.98190  4.86615
H  7.13327  1.80522  0.18534
H  2.43104  -6.13371  -1.25579
H  -0.03215  -6.72622  2.85680
H  -1.36549  7.00383  -2.43564
H  -3.44488  -1.91662  -3.20040
H  7.46605  0.20839  -2.80680
H  -0.91755  -5.58393  3.89780
H  1.90018  -0.90092  2.45921
H  5.73465  3.05022  -3.69881
H  3.67258  3.77214  4.72587
H  7.05470  3.92995  -2.92236
H  -1.33402  -0.95734  2.19591
H  -0.97751  -4.78489  0.10408
H  3.57972  3.32752  2.32515
H  1.95016  -0.90709  -6.35589
H  4.25752  -2.58937  -2.73216
H  1.24896  -0.48168  4.85779
H  0.02609  5.31731  -3.58349
H  8.20190  1.59872  -1.20454
H  -0.27256  1.21457  2.82317
H  -1.56980  -0.59570  3.91610
H  -0.22559  -2.58217  -2.25537
H  -1.67351  -6.23493  2.44001
H  -1.14861  -3.16502  -4.47012
H  2.59864  5.53952  0.65485
H  -0.02622  0.68255  5.21602
H  -0.99183  1.85203  0.63355
H  6.59670  -2.03122  -3.29097
H  1.71446  -5.28401  3.73122
H  -0.70757  3.48088  2.47675
H  4.82479  6.40786  0.01246
H  3.66734  -1.81262  0.76629
H  -1.98460  -3.88840  1.26802
H  0.17509  1.73925  -1.61274
H  -2.99378  0.46699  1.03476
H  -4.13374  -0.33640  -3.56069
H  7.86259  3.21283  -0.59493
H  1.66003  -4.04764  -2.27591
H  1.52095  1.23881  4.57311
H  1.59295  4.12895  6.00872
H  -1.59708  6.92822  0.01650
H  -4.00656  -0.78051  -0.81768
H  1.16189  3.57197  -2.29623
H  4.53614  -3.92278  1.73063
H  -0.35281  -1.77334  3.43365
H  6.45774  4.91805  -1.03511
H  -2.59570  -0.81750  -4.30177
H  -0.04846  -2.34776  -6.52490
H  -0.83712  0.44641  -3.41800
H  7.33751  2.32349  -3.57584
H  -0.40640  5.25190  1.32242
H  2.58672  -3.85872  3.35119
H  2.06208  0.81489  2.11390
H  3.86898  -6.09201  0.74940

A structure of composition C17H20N3O3S4SeSiV. Source: OMol25; level of theory: ωB97M-V/def2-TZVPD.

charge	-2
LUMO energy (spin up / spin down)	4.338 / 4.339	eV
⟨S²⟩	2.036
gap between HOMO and LUMO (spin up / spin down)	6.691 / 6.774	eV
2S+1	3
energy relative to the best compared isomer or geometry (same formula, charge and spin)	0.3958	eV

CARTESIAN COORDINATES (ANGSTROEM)
Se  1.93610  1.98754  -1.27004
V  0.28240  1.00364  0.42861
S  1.28874  0.40160  2.42045
S  0.21976  3.28216  1.28855
S  -2.93740  1.87132  -3.04898
S  -2.02201  0.84710  1.26673
Si  2.84084  0.62806  -2.79397
O  -1.42600  -4.94251  4.74091
O  -2.65725  -5.69512  3.06704
O  -0.54364  -2.66738  -1.81560
N  0.68345  1.18011  5.98483
N  -0.51737  4.71547  4.62901
N  0.12223  -0.78292  -0.52332
C  -0.17897  3.88787  3.90268
C  -2.08684  -4.75847  3.56344
C  -1.79279  -0.99461  3.26885
C  -2.38696  -3.18202  1.67662
C  3.71448  1.72335  -4.06378
C  1.70437  -0.49221  -3.78237
C  -2.08491  -3.37399  3.02445
C  4.14783  -0.46716  -1.99053
C  -2.32605  3.18240  -1.98333
C  -2.06043  -0.79750  1.91210
C  -1.79582  -2.26106  3.81778
C  0.69325  1.41663  4.85620
C  -1.37420  1.08696  -3.47252
C  0.68046  1.67541  3.44436
C  -2.36942  -1.91171  1.12938
C  -0.21866  -1.71604  -1.16495
C  0.23996  2.87659  2.96798
H  -1.68728  3.88218  -2.52280
H  4.77911  0.11559  -1.31802
H  -0.93972  -4.13430  4.94945
H  -1.59458  -2.34811  4.88111
H  3.66641  -1.24706  -1.39666
H  2.97717  2.22002  -4.69908
H  -1.56435  -0.13591  3.88654
H  -0.84217  1.62402  -4.25952
H  0.91616  0.07268  -4.28255
H  4.37873  1.13315  -4.70261
H  4.30421  2.50201  -3.57680
H  2.28968  -1.00637  -4.55282
H  -2.61766  -4.04173  1.06205
H  4.78363  -0.94652  -2.74179
H  -1.76801  2.77857  -1.13749
H  -2.59178  -1.77496  0.07988
H  -1.58052  0.06810  -3.79739
H  -3.18690  3.72031  -1.58802
H  1.22467  -1.25051  -3.16446
H  -0.72193  1.04530  -2.59961